No. 1
Density functional theory data (ωB97M-V/def2-TZVPD) for a structure of composition C31H45ClN6O4PS2Y.

Geometry (Å):
Y 0.493 -0.631 -0.107
C 4.326 0.757 1.809
C 2.920 0.267 1.645
N 2.630 -0.756 0.922
N 3.709 -1.467 0.391
C 3.737 -1.480 -0.899
N 4.803 -2.131 -1.480
S 2.622 -0.666 -1.976
C 1.788 0.926 2.352
C 2.076 1.674 3.451
C 0.979 2.009 4.339
C -0.277 1.739 3.980
C -0.590 1.237 2.593
N 0.541 0.600 1.912
H 4.918 0.474 0.944
H 4.787 0.303 2.688
H 4.339 1.838 1.932
H 5.273 -2.803 -0.897
H 4.686 -2.380 -2.446
H 3.097 1.856 3.746
H 1.189 2.453 5.305
H -1.113 1.972 4.630
H -1.408 0.504 2.662
Cl -0.918 5.279 2.974
C -2.370 4.312 2.882
C -3.530 4.852 3.420
C -4.713 4.133 3.367
C -4.731 2.882 2.763
C -3.561 2.364 2.232
C -2.349 3.057 2.283
C -1.120 2.400 1.723
H -3.497 5.834 3.872
H -5.618 4.555 3.786
H -5.653 2.318 2.702
H -3.575 1.398 1.737
H -1.353 2.015 0.731
H -0.294 3.104 1.634
C -0.658 -7.471 -5.152
C -0.470 -6.275 -4.255
C -1.554 -5.635 -3.672
C -1.389 -4.537 -2.835
C -2.608 -3.881 -2.241
C -0.100 -4.071 -2.560
C 1.008 -4.717 -3.113
C 2.411 -4.269 -2.803
C 0.800 -5.798 -3.964
C 0.068 -2.895 -1.631
O 0.756 -3.025 -0.587
O -0.511 -1.794 -1.896
H -1.686 -7.540 -5.509
H -0.428 -8.398 -4.622
H 0.001 -7.418 -6.019
H -2.558 -6.001 -3.868
H -3.476 -4.535 -2.331
H -2.813 -2.942 -2.757
H -2.459 -3.641 -1.186
H 2.586 -3.255 -3.171
H 3.136 -4.944 -3.259
H 2.579 -4.239 -1.726
H 1.665 -6.288 -4.399
C -2.448 -2.184 3.540
S -0.832 -2.172 2.795
C -0.553 -3.933 2.769
O -1.087 -1.836 1.332
H -2.359 -2.606 4.542
H -3.113 -2.788 2.920
H -2.797 -1.155 3.603
H -0.367 -4.287 3.783
H 0.326 -4.087 2.142
H -1.419 -4.422 2.325
N -3.463 -1.206 -0.148
C -2.910 -0.317 -1.015
N -3.576 -0.074 -2.176
O -1.878 0.296 -0.743
H -4.122 -1.876 -0.505
H -2.795 -1.555 0.532
H -4.277 -0.713 -2.507
H -3.053 0.427 -2.873
C -0.638 3.266 -1.461
P 0.569 1.892 -1.592
C 0.518 1.615 -3.406
C 2.131 2.824 -1.377
H -0.509 3.953 -2.301
H -0.485 3.815 -0.533
H -1.654 2.872 -1.461
H 0.969 2.461 -3.927
H -0.522 1.521 -3.724
H 1.043 0.702 -3.681
H 2.111 3.748 -1.959
H 2.964 2.201 -1.694
H 2.261 3.072 -0.321

As for the energy above the lowest of the compared OMol25 structures with the same formula, charge and spin: 14.2 kJ/mol. Its LUMO energy is 0.077 eV. The HOMO energy is -6.31 eV.

=====

No. 2
Density functional theory data (ωB97M-V/def2-TZVPD) for a structure of composition C31H46Cl2NPPd in a non-equilibrium geometry.

Geometry (Å):
P 1.316 0.004 -2.199
C 2.867 0.991 -1.960
C 4.012 0.613 -2.907
C 5.292 1.332 -2.466
C 5.097 2.844 -2.331
C 3.893 3.215 -1.463
C 2.617 2.499 -1.928
C 0.329 0.638 -3.622
C 1.131 0.706 -4.920
C 0.173 1.018 -6.079
C -0.646 2.285 -5.821
C -1.349 2.284 -4.460
C -0.374 1.963 -3.321
C 1.816 -1.730 -2.588
C 2.609 -2.327 -1.417
C 3.081 -3.741 -1.779
C 1.928 -4.652 -2.207
C 1.040 -4.020 -3.282
C 0.596 -2.596 -2.925
H 3.140 0.695 -0.928
H 3.750 0.898 -3.937
H 4.181 -0.475 -2.910
H 6.089 1.115 -3.185
H 5.611 0.915 -1.501
H 6.007 3.296 -1.923
H 4.956 3.270 -3.332
H 4.089 2.944 -0.417
H 3.733 4.298 -1.491
H 1.776 2.729 -1.257
H 2.350 2.858 -2.934
H -0.470 -0.117 -3.713
H -0.501 0.162 -6.214
H 1.670 -0.237 -5.109
H 1.888 1.503 -4.842
H 0.753 1.119 -7.002
H -1.382 2.416 -6.621
H 0.027 3.151 -5.867
H -1.820 3.257 -4.274
H -2.149 1.532 -4.451
H -0.902 1.895 -2.361
H 0.362 2.773 -3.224
H 2.470 -1.687 -3.482
H 3.478 -1.705 -1.156
H 1.968 -2.332 -0.523
H 3.799 -3.656 -2.607
H 3.618 -4.172 -0.928
H 1.314 -4.892 -1.331
H 2.333 -5.598 -2.582
H 0.154 -4.637 -3.461
H 1.599 -3.971 -4.226
H 0.030 -2.170 -3.768
H -0.092 -2.584 -2.067
Pd -0.182 0.004 0.065
Cl -1.947 -0.792 -1.316
Cl 1.930 -0.059 1.202
C -0.022 1.991 0.175
H 0.938 2.313 0.614
C -1.079 2.932 0.161
C -2.339 2.617 -0.428
C -3.305 3.599 -0.556
C -3.067 4.903 -0.082
C -1.832 5.215 0.536
C -0.847 4.263 0.654
H -2.500 1.605 -0.800
H -4.265 3.363 -1.028
H -1.668 6.230 0.918
H 0.123 4.482 1.101
H -3.833 5.674 -0.186
N -1.368 -0.472 1.782
C -1.330 -1.813 2.296
C -2.543 -2.453 2.551
C -2.523 -3.674 3.227
C -1.303 -4.270 3.577
C -0.102 -3.656 3.224
C -0.110 -2.413 2.579
H -2.317 -0.177 1.559
H -1.000 0.219 2.444
H -3.477 -1.986 2.237
H -3.461 -4.149 3.493
H -1.293 -5.211 4.134
H 0.852 -4.121 3.460
H 0.811 -1.911 2.288

The expectation value of S² is 6.05. Its LUMO energy (alpha / beta) is 0.711 / -2.780 eV. The spin multiplicity is 5. The HOMO energy (alpha / beta) is -6.81 / -8.46 eV.

=====

No. 3
Density functional theory data (ωB97M-V/def2-TZVPD) for a structure of composition C31H46GeInN8S2Si3 in a non-equilibrium geometry.

Geometry (Å):
In 0.998 -2.029 -0.694
N 1.750 2.191 -4.445
C 2.048 1.406 -3.405
N 1.383 0.329 -3.078
C 0.249 -0.004 -3.743
N -0.576 -0.950 -3.438
N -0.241 -1.894 -2.542
C -0.761 -3.158 -2.709
C -0.731 -4.154 -1.698
C -1.376 -5.406 -1.922
C -0.929 -6.536 -1.287
C -0.032 -6.374 -0.203
C 0.513 -5.105 0.079
N 0.178 -4.009 -0.652
C -0.179 0.808 -4.830
C -1.299 0.499 -5.612
C -1.558 1.184 -6.785
C -0.845 2.323 -7.083
C 0.195 2.701 -6.266
C 0.599 1.910 -5.171
H 2.238 3.054 -4.678
H 2.861 1.775 -2.787
H -1.307 -3.468 -3.597
H -2.117 -5.489 -2.689
H -1.274 -7.519 -1.499
H 0.292 -7.245 0.403
H 1.231 -5.053 0.842
H -1.925 -0.347 -5.351
H -2.328 0.899 -7.471
H -1.073 3.006 -7.936
H 0.751 3.653 -6.501
C 0.804 -2.578 5.319
S -0.586 -2.382 4.140
C 0.366 -1.792 2.741
S -0.485 -0.870 1.517
N 1.556 -2.245 2.550
N 2.072 -2.196 1.256
C 3.346 -2.501 1.140
C 3.923 -2.517 -0.164
C 5.284 -2.871 -0.400
C 5.656 -3.162 -1.723
C 4.799 -2.975 -2.811
C 3.533 -2.430 -2.525
N 3.116 -2.236 -1.240
H 0.329 -2.789 6.277
H 1.486 -1.774 5.355
H 1.303 -3.517 5.066
H 3.936 -2.786 2.006
H 5.994 -2.826 0.424
H 6.655 -3.435 -1.943
H 5.145 -3.204 -3.820
H 2.832 -2.151 -3.305
C -4.212 0.731 0.994
Si -2.953 2.077 0.626
C -4.007 3.704 0.807
C -2.410 1.968 -1.207
Ge -1.062 1.575 2.062
Si -1.813 1.677 4.296
C -0.345 1.377 5.463
C -3.118 0.318 4.542
C -2.649 3.384 4.581
Si 0.780 3.093 1.585
C 1.342 2.484 -0.068
C 0.272 4.951 1.591
C 2.112 2.842 2.936
H -4.883 0.645 0.120
H -4.852 0.925 1.846
H -3.819 -0.307 1.135
H -4.731 3.772 0.004
H -3.400 4.605 0.817
H -4.533 3.716 1.766
H -3.204 2.332 -1.856
H -2.119 0.966 -1.489
H -1.606 2.637 -1.458
H -0.393 0.338 5.865
H -0.320 2.148 6.255
H 0.535 1.529 4.856
H -3.213 -0.347 3.723
H -4.112 0.695 4.745
H -2.796 -0.311 5.383
H -2.043 4.064 4.005
H -2.542 3.718 5.602
H -3.715 3.464 4.211
H 0.518 2.083 -0.688
H 2.175 1.797 0.033
H 1.652 3.366 -0.669
H -0.775 5.081 1.236
H 1.003 5.504 0.982
H 0.279 5.367 2.565
H 1.994 1.834 3.372
H 2.052 3.578 3.746
H 3.116 2.859 2.573

Its charge is +2. As for the energy above the lowest of the compared OMol25 structures with the same formula, charge and spin: 25.3 kJ/mol. The expectation value of S² is 0.77. Its LUMO energy (alpha / beta) is -6.966 / -6.965 eV. The spin multiplicity is 2. The HOMO energy (alpha / beta) is -10.79 / -12.40 eV.